Computed, not measured: an isolated molecule of C16H19N3O4S, with the ωB97M-V functional and the def2-TZVPD basis.

For the strongest force on any atom, the calculation gives 1.28 eV Å⁻¹. Its electronic energy is -1484.5068 hartree. As for the LUMO energy: 0.0263 Ha. The relative energy (zero: lowest compared OMol25 entry of this formula, charge and spin) is 293.49 kJ/mol.

Element x y z (Å)
C -2.26358 -0.53240 -2.73454
O -1.22050 -0.53667 -1.79133
C -0.79557 -1.81802 -1.38779
C -1.79357 -2.55261 -0.47708
N -2.07144 -1.78584 0.71222
C -1.36716 -1.97646 1.84462
O -0.63133 -2.91940 2.04781
C -1.60015 -0.88347 2.87994
H -2.62361 -0.51451 2.87817
H -1.30346 -1.23375 3.86703
S -0.50258 0.52616 2.51498
C -1.38064 1.27897 1.21075
N -2.58862 0.96334 0.79910
C -2.86692 1.83496 -0.20956
C -1.81562 2.67807 -0.39933
N -0.86501 2.32280 0.52088
C 0.47098 2.84378 0.65635
C 1.48878 1.80540 0.24262
C 1.37734 1.19946 -0.99926
C 2.26055 0.20557 -1.41141
C 3.25390 -0.15124 -0.53324
C 3.37402 0.45949 0.71684
C 2.50415 1.43748 1.12891
H 2.59616 1.88876 2.10227
O 4.44159 -0.07596 1.38282
C 4.96850 -1.07196 0.53261
O 4.24142 -1.08721 -0.67786
H 6.02765 -0.85497 0.32301
H 4.88859 -2.05598 1.02284
H 2.16593 -0.26752 -2.37371
H 0.57051 1.47880 -1.65844
H 0.54814 3.73365 0.02488
H 0.63850 3.13234 1.69884
H -1.66537 3.48580 -1.08509
H -3.80702 1.78909 -0.72056
H -2.51929 -0.87481 0.58715
H -1.35123 -3.50189 -0.16711
H -2.73161 -2.74482 -1.00418
H -0.57974 -2.44380 -2.26678
H 0.13148 -1.64515 -0.83462
H -3.21178 -0.87148 -2.30445
H -2.37462 0.50011 -3.06124
H -2.01778 -1.16414 -3.59703

Atoms 1-3, force components in eV/Å:
0.0 0.0 0.0
0.0 0.1 0.0
0.0 -0.4 0.2